Entry 1:
Computed, not measured: a cluster of 14 separate species, C63H161N7O21 in total in a non-equilibrium geometry, with the ωB97M-V functional and the def2-TZVPD basis.

```
252
Properties=species:S:1:pos:R:3
C -0.64829 7.64257 -5.35129
C -1.01794 7.34708 -3.95598
C -2.42124 7.89943 -3.65957
O -0.97765 5.94985 -3.70938
H 0.44094 7.40345 -5.53409
H -0.68079 8.72725 -5.58807
H -1.23345 7.09121 -6.04986
H -0.31855 7.72592 -3.24739
H -3.16038 7.29162 -4.13306
H -2.48651 8.97718 -3.88548
H -2.60683 7.86679 -2.54306
H -1.57208 5.55678 -4.33567
C 1.85007 -1.17997 -2.51635
C 2.61670 -0.30827 -1.57027
C 2.26789 -0.53267 -0.05547
O 4.00328 -0.67804 -1.85738
H 0.71226 -1.11950 -2.40793
H 2.13902 -2.17629 -2.30371
H 2.14700 -0.83300 -3.51241
H 2.41354 0.73430 -1.76732
H 2.93510 0.05117 0.56553
H 2.20561 -1.62658 0.17187
H 1.24308 -0.22565 0.04589
H 4.42414 0.01242 -2.35937
C 6.14469 0.73034 0.77525
C 6.29158 1.37807 2.12105
C 5.10343 1.40398 3.04055
O 7.42216 0.82841 2.90235
H 5.62105 1.37518 0.07037
H 5.72689 -0.29814 0.75859
H 7.16768 0.61935 0.48069
H 6.49401 2.43427 1.89382
H 4.76607 0.36614 3.28007
H 4.18980 1.82234 2.60778
H 5.31750 2.03348 3.91002
H 7.52047 1.43364 3.63521
C -1.53043 -2.02488 -5.07065
C -2.02812 -0.59016 -4.98494
C -1.70930 0.20830 -6.22318
O -3.36963 -0.58697 -4.60881
H -0.49361 -2.03105 -5.46011
H -2.14909 -2.57225 -5.81669
H -1.52571 -2.58652 -4.16038
H -1.53625 -0.11503 -4.17705
H -2.31592 -0.07266 -7.06160
H -0.61456 -0.01575 -6.32398
H -1.84575 1.27047 -5.96958
H -3.94223 -1.03721 -5.25667
C 4.48285 5.86819 -5.98562
C 2.93024 5.96350 -5.88799
C 2.31951 5.35884 -7.15019
O 2.53625 5.22223 -4.69617
H 4.88077 5.69388 -5.03159
H 4.87735 6.74180 -6.42986
H 4.73143 5.10132 -6.79530
H 2.55988 6.96361 -5.81177
H 2.62088 5.98774 -8.00364
H 1.23675 5.33205 -7.08282
H 2.63061 4.32628 -7.30649
H 1.60010 5.30140 -4.53778
C 5.77630 1.33703 -5.27082
C 4.21877 1.50397 -5.23637
C 3.53456 0.28242 -5.78684
O 3.63478 1.78485 -3.99233
H 6.21152 2.14698 -4.71141
H 6.08985 1.24699 -6.29630
H 6.11336 0.45649 -4.71817
H 3.95640 2.37295 -5.81277
H 2.43873 0.42676 -5.61258
H 3.84213 -0.57024 -5.14036
H 3.79787 0.18187 -6.83198
H 3.96091 2.69051 -3.74621
C 4.91227 6.01734 -1.17562
C 4.54381 4.61507 -1.55143
C 3.26613 4.11991 -0.81355
O 4.45120 4.42159 -2.91322
H 5.95630 6.34155 -1.29995
H 4.79969 6.11569 -0.06777
H 4.17600 6.75355 -1.52137
H 5.35451 4.00986 -1.28268
H 3.36927 3.86158 0.25129
H 2.97744 3.13457 -1.28852
H 2.42335 4.78412 -0.85410
H 3.67544 4.91119 -3.31361
C -2.76844 -11.64541 3.20694
O -2.79969 -10.80781 2.08110
C -4.14662 -10.75951 1.62067
C -4.19846 -10.25226 0.23474
N -3.94868 -8.87178 0.01178
C -2.54324 -8.50292 -0.24841
C -2.34722 -7.20433 -1.06341
O -3.15375 -7.36986 -2.24606
C -3.22716 -6.21141 -3.00897
H -3.17184 -12.67502 2.95248
H -3.40769 -11.29108 4.03967
H -1.74280 -11.68141 3.53448
H -4.72974 -10.20166 2.34270
H -4.50979 -11.78779 1.55670
H -5.16319 -10.51754 -0.13847
H -3.55854 -10.94216 -0.35685
H -4.52589 -8.44092 -0.63469
H -1.93214 -9.30536 -0.81580
H -2.09485 -8.52668 0.76253
H -1.23683 -7.13429 -1.18448
H -2.59964 -6.37549 -0.43718
H -4.07161 -6.36237 -3.69927
H -2.25794 -5.97406 -3.55436
H -3.35759 -5.36671 -2.45769
C -2.31987 4.51634 -6.98971
O -2.41145 4.24328 -5.62322
C -3.53230 3.38972 -5.18393
C -3.43302 3.28059 -3.70463
N -3.99244 4.45181 -2.99573
C -4.10135 4.16903 -1.53376
C -5.14897 5.09194 -0.91662
O -4.69322 6.40878 -0.85991
C -3.78511 6.70822 0.21991
H -3.22044 4.98092 -7.43502
H -2.07246 3.60938 -7.56902
H -1.53175 5.29044 -7.14457
H -3.51289 2.44720 -5.79423
H -4.47254 3.89298 -5.45300
H -2.37929 3.03431 -3.48525
H -4.06496 2.45313 -3.34765
H -3.36124 5.25541 -3.08397
H -3.16994 4.09211 -0.98785
H -4.56186 3.13534 -1.47997
H -5.44657 4.79193 0.09714
H -6.07229 5.21450 -1.49277
H -2.84251 6.18360 0.20311
H -4.35084 6.52088 1.21923
H -3.63039 7.75725 0.10783
C -4.89611 0.26165 -1.02047
O -5.42365 0.93134 0.13950
C -4.87957 0.35720 1.29645
C -5.30323 1.22030 2.46779
N -4.20830 1.97108 3.10284
C -3.57931 3.00397 2.22448
C -2.63914 3.90453 3.01460
O -1.72176 4.49041 2.11294
C -0.96860 5.54421 2.69417
H -5.53459 0.72968 -1.81758
H -5.06434 -0.79647 -0.86169
H -3.81023 0.49031 -1.16405
H -3.75403 0.23805 1.25061
H -5.28490 -0.63870 1.49015
H -5.68569 0.59610 3.30006
H -6.09774 1.80702 2.01266
H -4.56015 2.45422 3.96690
H -4.30134 3.63528 1.67078
H -3.05691 2.46108 1.41844
H -2.04871 3.36437 3.73074
H -3.16938 4.77144 3.50338
H -1.62222 6.39341 3.06392
H -0.36044 5.82397 1.82696
H -0.37932 5.22873 3.47113
C 1.30041 0.24290 8.93209
O 2.33440 0.57819 8.04451
C 3.52188 0.33301 8.80752
C 4.68180 0.22315 7.77859
N 4.48740 -0.92918 6.93987
C 5.59126 -1.08535 5.97460
C 5.25686 -2.17075 5.02135
O 4.15660 -1.83441 4.28435
C 3.81801 -2.75065 3.25522
H 1.35805 0.80486 9.86845
H 1.34301 -0.80676 9.22439
H 0.37798 0.38779 8.39309
H 3.48989 -0.67461 9.32953
H 3.69387 1.10685 9.53488
H 5.61547 0.02246 8.32311
H 4.71463 1.21633 7.31622
H 3.61748 -0.81153 6.41572
H 6.50098 -1.34312 6.48453
H 5.82405 -0.16481 5.43831
H 5.05975 -3.13744 5.46641
H 6.06711 -2.35655 4.29064
H 2.94382 -2.30716 2.77219
H 3.55269 -3.76862 3.58322
H 4.70296 -2.73699 2.55829
C -3.59401 -4.15738 7.38854
O -3.23309 -2.92781 6.83811
C -4.13112 -2.46825 5.78402
C -3.79402 -1.06806 5.28488
N -2.51136 -1.06447 4.56607
C -1.37528 -0.84263 5.44409
C -0.06206 -0.90401 4.59737
O 0.15262 0.37296 3.95917
C 1.41530 0.53172 3.45111
H -3.30520 -4.99145 6.73188
H -4.66414 -4.19367 7.61716
H -3.07438 -4.32801 8.37416
H -5.18240 -2.60430 6.16641
H -4.06621 -3.23544 4.99592
H -3.73509 -0.50645 6.17629
H -4.57622 -0.70200 4.59532
H -2.54399 -0.28670 3.89437
H -1.39436 -1.68930 6.12792
H -1.47439 0.11415 5.89613
H -0.15438 -1.68495 3.80151
H 0.81855 -1.08704 5.29108
H 1.39360 1.39645 2.79125
H 1.75293 -0.27113 2.77717
H 2.03370 0.83560 4.27849
C 2.55294 -5.48391 -2.17972
O 2.09391 -6.05453 -0.99644
C 2.91656 -5.83318 0.10818
C 2.66247 -4.47039 0.68177
N 1.32153 -4.24429 1.27826
C 0.93645 -5.23796 2.29708
C -0.43437 -5.05260 2.89743
O -1.46238 -5.38909 1.98643
C -2.74599 -4.96860 2.45306
H 2.87094 -4.43132 -1.94653
H 1.69985 -5.43383 -2.83940
H 3.43446 -5.98086 -2.61960
H 3.97703 -5.85706 -0.18129
H 2.74578 -6.62388 0.86548
H 2.73098 -3.68020 -0.05064
H 3.41700 -4.20982 1.39856
H 0.66537 -4.32538 0.45169
H 1.57722 -5.02487 3.11182
H 1.03841 -6.29965 2.02176
H -0.56138 -3.97570 3.07052
H -0.45101 -5.66147 3.89933
H -2.67149 -4.06010 3.10217
H -3.12788 -5.80357 3.00657
H -3.38965 -4.82150 1.59631
C 0.27337 2.23282 -3.25524
O 0.61270 2.16229 -1.89296
C -0.37077 2.67109 -0.98412
C -0.59433 1.80434 0.20685
N -1.17516 0.59138 -0.11038
C -1.17206 -0.38843 0.92743
C -1.68411 -1.72845 0.48031
O -0.72580 -2.22083 -0.38489
C -1.12567 -3.42070 -1.02073
H -0.70118 1.75240 -3.46922
H 1.09241 1.80716 -3.80535
H 0.11203 3.31338 -3.53614
H -1.31011 2.81837 -1.52726
H -0.05125 3.63230 -0.71956
H -1.13157 2.32506 1.01542
H 0.40882 1.73779 0.66389
H -0.62746 0.12736 -0.83435
H -1.77959 -0.02093 1.78716
H -0.07811 -0.57158 1.17653
H -2.69931 -1.71433 -0.01709
H -1.83987 -2.39413 1.33251
H -0.37456 -3.76770 -1.68320
H -2.08096 -3.30508 -1.64169
H -1.39578 -4.12746 -0.24197
```

As for the total charge: 0. As for the LUMO energy: 0.541 eV. Its multiplicity is 1. The molecular weight is 1353.01 g/mol. For the relative energy (zero: lowest compared OMol25 entry of this formula, charge and spin), the calculation gives 63.13 kcal per mole.

Entry 2:
Computed, not measured: a structure of composition C32H31Cl2F3N4O7SSc, with the ωB97M-V functional and the def2-TZVPD basis.

```
81
Properties=species:S:1:pos:R:3
Sc -1.14612 -0.32927 -0.10469
C 3.96246 -0.51599 -5.31580
C 2.90168 -0.23280 -4.28396
C 2.59510 1.07694 -3.90432
C 1.63087 1.35183 -2.94907
C 1.24339 2.77977 -2.69437
N 1.76533 3.47294 -1.64071
C 1.56521 3.09491 -0.23932
C 2.88745 2.89242 0.49427
C 3.57889 1.58042 0.13296
N 2.82129 0.44286 0.63987
C 3.09434 -0.19403 1.73513
C 2.29503 -1.21859 2.30239
C 2.71195 -1.83216 3.50115
C 1.97319 -2.81554 4.11210
C 2.41270 -3.47673 5.39038
C 0.77393 -3.19476 3.49060
C 0.30523 -2.61399 2.32639
C -0.93581 -3.09251 1.72972
N -1.57001 -2.51507 0.79135
C -2.79592 -3.16294 0.31722
C -3.16630 -2.68721 -1.07785
C -2.04948 -2.82222 -2.10071
N -0.97032 -1.84686 -1.87276
C 0.08622 -1.99980 -2.58112
C 1.12445 -1.01159 -2.81286
C 2.11987 -1.25168 -3.76452
C 0.96096 0.29644 -2.31784
O 0.11338 0.57745 -1.38556
C 1.06946 -1.60286 1.68591
O 0.70053 -1.07011 0.57661
H 4.64784 0.32412 -5.41733
H 3.51731 -0.70190 -6.29486
H 4.54595 -1.39625 -5.04728
H 3.11639 1.89782 -4.38718
H 1.36465 3.35857 -3.60371
H 1.70833 4.47150 -1.77705
H 0.94159 2.20508 -0.19162
H 0.99933 3.88887 0.25104
H 2.70586 2.90637 1.57226
H 3.56097 3.72093 0.26734
H 4.58046 1.54290 0.56152
H 3.66264 1.47549 -0.95000
H 1.94496 0.15451 0.18572
H 4.00532 0.09551 2.25418
H 3.64841 -1.51255 3.94718
H 3.37877 -3.09695 5.71792
H 2.50057 -4.55607 5.26047
H 1.69300 -3.29874 6.19051
H 0.18170 -3.98364 3.94525
H -1.31606 -4.03440 2.13966
H -3.60758 -2.91213 1.00380
H -2.66390 -4.24957 0.32246
H -3.49757 -1.64384 -1.03955
H -4.02938 -3.26076 -1.41770
H -2.46774 -2.61463 -3.08825
H -1.65170 -3.84286 -2.11604
H 0.17652 -2.90165 -3.19617
H 2.25255 -2.26209 -4.13932
Cl -5.35073 3.00132 5.15532
C -4.58907 2.08389 3.90204
C -5.35364 1.16706 3.16518
C -4.77504 0.42805 2.16830
Cl -5.71280 -0.70331 1.25997
C -3.40004 0.56022 1.83811
O -2.87310 -0.14641 0.90300
C -2.65295 1.49309 2.60479
C -1.25599 1.67763 2.37078
O -0.54844 1.10728 1.52891
C -3.26152 2.24425 3.62992
H -6.40516 1.04304 3.38537
H -0.76466 2.41285 3.02582
H -2.67000 2.95019 4.19965
F -2.64017 4.53666 -1.96280
C -2.87452 3.47160 -2.72563
F -4.10103 3.02104 -2.48825
F -2.76877 3.81285 -4.00233
S -1.67660 2.12757 -2.31798
O -1.93373 1.04443 -3.21187
O -0.42604 2.92546 -2.65460
O -1.92418 1.88831 -0.90754
```

As for the total charge: +1. As for the LUMO energy: -3.291 eV. Its multiplicity is 1. The molecular weight is 788.54 g/mol. For the relative energy (zero: lowest compared OMol25 entry of this formula, charge and spin), the calculation gives 26.97 kcal per mole.

Entry 3:
Computed, not measured: a structure of composition C13H33F3LiN4O9S in a non-equilibrium geometry, with the ωB97M-V functional and the def2-TZVPD basis.

```
64
Properties=species:S:1:pos:R:3
Li -0.17466 0.35264 -1.35975
N 1.63557 0.13755 -3.83744
O 2.60401 0.43259 -4.52340
O 0.69193 -0.44552 -4.37572
O 1.49356 0.61020 -2.70176
C -2.09871 -4.00744 -1.54756
F -2.48707 -5.00910 -2.34669
F -2.80552 -4.08510 -0.47980
F -0.80859 -4.20677 -1.31530
S -2.27289 -2.28579 -2.48972
O -3.74305 -2.04146 -2.55410
O -1.55805 -1.24144 -1.76743
O -1.68031 -2.45988 -3.81239
C 1.75154 -2.20925 4.15978
C 1.00308 -1.87252 2.82370
C 1.57792 -2.62939 1.58425
O 0.95234 -2.12807 0.39109
C 1.48342 -2.51848 -0.85582
N -0.38028 -2.22433 2.96100
H 2.75692 -1.78897 4.13386
H 1.88097 -3.27244 4.36227
H 1.28862 -1.83229 5.07175
H 1.19350 -0.80155 2.75407
H 1.53684 -3.71337 1.69106
H 2.66192 -2.52234 1.54484
H 2.49448 -2.14645 -1.02154
H 0.95010 -2.06299 -1.69021
H 1.55962 -3.60572 -0.84169
H -0.92781 -2.24116 2.11246
H -0.80396 -1.72303 3.72867
C -3.01691 3.40499 -2.59929
C -2.14536 2.51878 -1.80538
C -2.95605 1.55602 -0.91198
O -2.10456 0.93082 0.09584
C -2.83924 -0.04653 0.93901
N -1.18227 1.85644 -2.57148
H -3.64341 3.99022 -1.92616
H -3.68484 2.77030 -3.18167
H -2.37788 4.10645 -3.13565
H -1.65738 3.13853 -1.05313
H -3.27170 0.87678 -1.70388
H -3.82931 1.97349 -0.41075
H -3.17934 -0.85314 0.28956
H -3.74196 0.39048 1.36589
H -2.15694 -0.41179 1.70658
H -1.65604 1.47390 -3.37727
H -0.61145 2.58038 -2.98400
C 3.21773 0.57176 0.56785
C 1.89059 1.15311 1.08676
C 1.84555 2.62993 0.71794
O 2.69225 3.55078 1.40899
C 2.05521 4.01426 2.59339
N 0.65240 0.57844 0.63559
H 3.15288 0.23499 -0.46679
H 3.59825 -0.21120 1.22381
H 3.89589 1.40270 0.37360
H 1.83460 0.96984 2.15978
H 0.80542 2.85832 0.95045
H 1.98411 2.88461 -0.33279
H 1.55310 4.91841 2.24916
H 2.96728 4.13991 3.17686
H 1.40827 3.35572 3.17296
H -0.11652 0.64743 1.28680
H 0.84220 -0.41325 0.66090
```

As for the total charge: 0. As for the LUMO energy (spin up / spin down): -1.170 / -5.098 eV. Its expectation value of S² is 0.76. Its multiplicity is 2. The molecular weight is 485.43 g/mol.